(1)
The following is a quantum chemistry calculation of a molecular structure, C31H39FIN6O5Ru in a non-equilibrium geometry, from the OMol25 dataset.

Last column: Mulliken spin population.
Atoms and positions in Å:
1 Ru 0.07223 -0.27391 0.27597  2.217
2 N -0.18816 1.10561 1.43665  0.759
3 C -0.33947 2.30965 1.94953  -0.150
4 C -0.05860 3.48597 1.18925  0.174
5 C -0.21896 4.74368 1.72607  -0.089
6 C -0.65921 4.90936 3.03952  0.183
7 C -0.92573 3.77696 3.81023  -0.100
8 C -0.77278 2.50828 3.29527  0.189
9 H 0.31410 3.33989 0.18258  0.014
10 H 0.01576 5.61187 1.11862  -0.004
11 H -0.78491 5.89889 3.46246  0.018
12 H -1.25103 3.90313 4.83797  -0.005
13 H -0.96981 1.62575 3.89383  0.013
14 N 4.04712 1.41648 -1.73060  0.023
15 C 2.79818 0.78867 -1.68872  0.029
16 O 2.11478 0.90936 -0.66030  0.161
17 C 2.45058 0.01668 -2.82998  0.561
18 I 2.33238 1.76058 -5.18665  0.234
19 H 4.11645 2.13909 -1.03052  -0.001
20 H 4.29913 1.73048 -2.65987  0.003
21 H 1.45905 -0.39920 -2.88235  -0.004
22 H 3.22763 -0.42289 -3.43297  -0.005
23 C 3.27262 -2.42136 2.54750  0.009
24 C 2.89989 -1.15065 3.32313  0.008
25 C 3.16224 0.09872 2.47939  0.023
26 C 1.47324 -1.23022 3.84927  0.033
27 C 1.29500 -1.05249 5.20970  0.002
28 C 0.06461 -1.21351 5.83173  0.010
29 C -0.99166 -1.66911 5.05715  -0.005
30 C -0.88451 -1.87020 3.69163  0.022
31 C -2.10245 -2.45434 2.98511  0.004
32 C -1.74135 -3.63558 2.07566  0.015
33 C -2.88284 -1.38550 2.21285  0.010
34 C 0.33789 -1.52209 2.99906  -0.080
35 N 0.43309 -1.57002 1.67094  0.705
36 H 4.31493 -2.38255 2.21679  -0.001
37 H 2.62361 -2.50413 1.67561  -0.011
38 H 3.13548 -3.30590 3.17500  0.001
39 H 3.54839 -1.09789 4.20668  0.000
40 H 2.49359 0.12690 1.62755  -0.007
41 H 4.19127 0.10626 2.10584  -0.001
42 H 2.99492 1.00321 3.06880  0.000
43 H 2.15791 -0.78502 5.81453  0.000
44 H -0.05665 -1.03633 6.89425  0.001
45 H -1.94190 -1.88962 5.53825  0.001
46 H -2.75875 -2.83690 3.77707  0.000
47 H -1.09692 -3.28152 1.27225  -0.015
48 H -2.64250 -4.08368 1.64376  -0.001
49 H -1.20357 -4.40210 2.63960  0.000
50 H -2.24409 -0.90571 1.47707  0.003
51 H -3.24844 -0.61256 2.89248  0.002
52 H -3.73812 -1.82388 1.68881  -0.001
53 C 0.26129 -4.68398 -2.62107  0.010
54 C -0.07298 -3.25571 -3.07254  0.019
55 C 0.83040 -2.84014 -4.24099  0.013
56 C -1.55352 -3.15553 -3.47727  0.013
57 C 0.12034 -2.34287 -1.94697  0.058
58 N 0.19982 -1.63359 -1.04992  -0.082
59 H 0.07081 -5.38164 -3.43856  0.000
60 H -0.34715 -4.97322 -1.76358  -0.001
61 H 1.31131 -4.76079 -2.33657  0.000
62 H 0.69829 -3.53450 -5.07257  -0.001
63 H 1.87802 -2.84848 -3.93946  0.004
64 H 0.58426 -1.83524 -4.58524  -0.002
65 H -1.75416 -3.79209 -4.34128  -0.001
66 H -1.80453 -2.12658 -3.73589  -0.001
67 H -2.19693 -3.46239 -2.65223  0.000
68 F 0.45837 5.34241 -3.16538  0.000
69 C -0.50586 4.51835 -3.59397  0.000
70 C -1.06267 3.63985 -2.74558  -0.009
71 N -2.11462 2.83446 -3.10529  0.001
72 C -2.75760 1.99392 -2.10194  0.004
73 C -1.82994 0.94826 -1.43475  -0.018
74 O -2.41238 0.04431 -0.80784  0.034
75 O -0.59028 1.10215 -1.56716  0.007
76 C -2.58191 2.81942 -4.40013  0.000
77 O -3.50309 2.11719 -4.78885  0.000
78 N -1.94359 3.69876 -5.24669  0.000
79 C -0.97364 4.66525 -4.94732  0.000
80 O -0.66029 5.49352 -5.77733  0.000
81 H -0.69457 3.52925 -1.73784  0.006
82 H -3.58147 1.47025 -2.57087  0.001
83 H -3.14713 2.62435 -1.29897  0.001
84 H -2.26822 3.68845 -6.19939  0.000

Kohn-Sham gap (alpha / beta): 5.70 / 5.53 eV
2S+1: 6
HOMO energy (alpha / beta): -1.6 / -1.4 eV
relative energy (zero: lowest compared OMol25 entry of this formula, charge and spin): 1.4530 eV
electronic energy: -2401.8979 a.u.
⟨S²⟩: 8.808
charge: -2

***

(2)
The following is a quantum chemistry calculation of a molecular structure, C31H39N4O3 in a non-equilibrium geometry, from the OMol25 dataset.

Last column: Mulliken charge in e.
Atoms and positions in Å:
1 C 2.25220 -2.39969 2.77109  -1.002
2 C 2.31403 -2.94704 1.29595  -0.311
3 C 0.90422 -2.83779 0.73251  -0.219
4 C 0.06884 -2.29711 1.74198  0.297
5 N -1.26629 -2.18408 1.67654  0.195
6 C -2.10834 -1.66709 2.73956  -0.639
7 C -3.53810 -1.64734 2.17504  -0.635
8 C -3.48532 -2.25916 0.77599  -0.818
9 C -2.01202 -2.50867 0.45985  0.161
10 C 0.79605 -1.97848 3.04356  -0.837
11 H 2.54335 -3.22314 3.43061  0.306
12 H 2.99706 -1.61271 2.96285  0.384
13 H 3.05270 -2.40792 0.70331  -0.363
14 H 2.63890 -3.99169 1.29805  0.578
15 H 0.49429 -3.77921 0.17472  0.687
16 H -2.05538 -2.34825 3.60716  0.364
17 H -1.79316 -0.65836 3.09420  0.320
18 H -4.21139 -2.21109 2.81666  0.318
19 H -3.92239 -0.62756 2.15195  0.303
20 H -4.04488 -3.18274 0.72467  0.339
21 H -3.91643 -1.60504 0.03197  0.328
22 H -1.70173 -1.88077 -0.39661  -0.423
23 H -1.83522 -3.55790 0.18334  0.357
24 H 0.40762 -2.53049 3.91732  0.602
25 H 0.73624 -0.91631 3.32936  0.255
26 C 1.37357 4.10610 1.51229  -0.979
27 N 0.55452 3.12707 0.83210  0.236
28 C -0.76412 3.39618 0.57053  0.195
29 O -1.38628 4.37151 0.99104  -0.685
30 C -1.31089 2.23606 -0.25447  -0.062
31 C -1.91088 2.71140 -1.58843  -0.433
32 C -3.12931 3.58763 -1.37814  0.486
33 C -3.15517 4.89786 -1.85041  -0.370
34 C -4.21380 5.76237 -1.53530  -0.618
35 C -5.31117 5.27551 -0.78699  -0.472
36 C -5.31905 3.94107 -0.37482  -0.708
37 C -4.25020 3.08701 -0.69046  -0.227
38 N -0.12946 1.37742 -0.41240  0.843
39 C -0.20728 0.16133 -0.99589  -0.757
40 C 0.91784 -0.64955 -1.13161  -1.049
41 C 0.92567 -2.06630 -1.13529  -0.061
42 C 2.04105 -2.74976 -1.87313  0.569
43 C 3.34865 -2.29357 -1.67145  -0.211
44 C 4.44593 -3.03528 -2.14177  -0.727
45 N 5.73265 -2.70698 -1.63675  0.989
46 O 6.72566 -3.34028 -2.07349  -0.578
47 O 5.77538 -1.82636 -0.72655  -0.571
48 C 4.24599 -4.09830 -3.04825  -0.560
49 C 2.92982 -4.53312 -3.29945  -0.586
50 C 1.83815 -3.85661 -2.75698  -0.606
51 C 1.11206 1.95892 0.15967  0.248
52 C 2.06146 2.42931 -0.96779  -1.561
53 C 1.79886 1.02339 1.16316  -1.451
54 H 0.72665 4.89698 1.88463  0.400
55 H 1.90638 3.65134 2.35173  0.279
56 H 2.12253 4.55588 0.84996  0.324
57 H -2.07403 1.69960 0.34263  0.160
58 H -1.13654 3.29624 -2.13160  0.287
59 H -2.19699 1.81781 -2.17589  0.362
60 H -2.30613 5.26334 -2.44362  0.313
61 H -4.19993 6.79309 -1.87514  0.389
62 H -6.11918 5.94875 -0.51137  0.378
63 H -6.17282 3.54545 0.18417  0.363
64 H -4.26276 2.04062 -0.38903  0.444
65 H -1.20900 -0.17415 -1.27169  0.665
66 H 1.89947 -0.16682 -1.16075  0.364
67 H -0.03926 -2.60938 -1.16926  1.139
68 H 3.54124 -1.46967 -0.99158  0.845
69 H 5.12266 -4.56745 -3.48653  0.500
70 H 2.77452 -5.37986 -3.96957  0.407
71 H 0.80674 -4.23247 -2.90734  0.376
72 H 1.55741 3.21222 -1.55691  0.362
73 H 2.98612 2.83287 -0.52944  0.484
74 H 2.31860 1.61478 -1.65172  0.301
75 H 1.08355 0.77620 1.96205  0.336
76 H 2.14835 0.08964 0.69922  0.118
77 H 2.66796 1.53060 1.60645  0.569

Kohn-Sham gap: 6.48 eV
2S+1: 1
HOMO energy: -10.6 eV
relative energy (zero: lowest compared OMol25 entry of this formula, charge and spin): 1.6889 eV
electronic energy: -1649.0269 a.u.
charge: +1

***

(3)
The following is a quantum chemistry calculation of 4 unconnected molecules or ions with the total composition C31H39O19P in a non-equilibrium geometry, from the OMol25 dataset.

Last column: Mulliken charge in e.
Atoms and positions in Å:
1 C -0.79060 6.45993 0.91402  -0.792
2 O -1.90103 5.59052 0.90329  -0.384
3 C -1.60180 4.30125 0.40253  -0.429
4 C -2.52140 3.27739 1.02560  -0.850
5 C -2.15587 1.84221 0.60156  -0.099
6 C -2.26798 0.85252 1.75075  -1.012
7 C -2.06533 -0.59610 1.31472  -0.697
8 C -0.66317 -0.83676 0.74494  0.131
9 C -0.17538 -2.26037 0.94786  -0.424
10 C 1.18397 -2.55421 0.32478  -0.007
11 O 1.36950 -1.84296 -0.92173  0.117
12 P 2.60769 -0.86118 -0.99390  0.743
13 O 2.99838 -0.21653 0.26341  -0.766
14 O 3.78391 -1.73228 -1.62190  -0.455
15 O 2.20692 0.12284 -2.15379  -0.367
16 C 1.02835 -0.00051 -2.95009  -0.036
17 C 1.01456 -1.16143 -3.92189  -0.552
18 O 2.33056 -1.35812 -4.44233  -0.305
19 C 2.45172 -2.54901 -5.10418  0.671
20 C 3.32918 -3.52472 -4.39987  -0.793
21 O 1.89198 -2.74553 -6.13021  -0.541
22 H -0.10757 6.22101 1.73446  0.349
23 H -1.16103 7.47171 1.04774  0.248
24 H -0.23659 6.40774 -0.02494  0.330
25 H -1.71103 4.30310 -0.68796  0.286
26 H -0.56661 4.04138 0.64714  0.531
27 H -3.55491 3.49525 0.76040  0.253
28 H -2.43468 3.36297 2.10940  0.324
29 H -1.13527 1.85274 0.21571  0.133
30 H -2.81756 1.53089 -0.20917  0.352
31 H -3.23114 0.97260 2.24646  0.371
32 H -1.47938 1.09275 2.46997  0.362
33 H -2.26253 -1.27081 2.14674  0.359
34 H -2.79403 -0.80102 0.52681  0.379
35 H 0.03298 -0.13332 1.21317  0.409
36 H -0.66823 -0.59058 -0.31400  -0.375
37 H -0.12578 -2.49284 2.01194  0.492
38 H -0.91023 -2.93384 0.51421  -0.131
39 H 1.23981 -3.61403 0.07946  0.346
40 H 2.00472 -2.35083 1.00310  -0.394
41 H 4.47398 -1.86502 -0.95937  0.322
42 H 0.14603 -0.06480 -2.31641  -0.024
43 H 0.96297 0.93305 -3.50242  0.442
44 H 0.65734 -2.07380 -3.44118  0.243
45 H 0.33833 -0.91863 -4.74216  0.402
46 H 4.17850 -3.01001 -3.96325  0.271
47 H 2.76143 -3.97205 -3.58477  0.156
48 H 3.64506 -4.28954 -5.10018  0.354
49 C 4.18063 -2.21160 3.16248  -0.820
50 C 4.81739 -1.80963 4.27362  0.297
51 C 5.74636 -2.71948 5.04564  0.880
52 O 6.28180 -2.24752 6.03049  -0.625
53 C 5.94220 -4.07604 4.57486  -0.978
54 C 5.30459 -4.47748 3.46733  0.145
55 C 4.38737 -3.56258 2.69127  1.301
56 O 3.86828 -4.03132 1.69038  -0.679
57 O 5.41169 -5.69278 2.95238  -0.594
58 O 4.70264 -0.60052 4.79133  -0.570
59 H 3.52975 -1.55785 2.59508  0.484
60 H 6.60069 -4.72262 5.13706  0.434
61 H 4.84749 -5.70131 2.15472  0.372
62 H 5.27623 -0.58414 5.58277  0.368
63 C -3.24634 7.93162 -1.96844  -0.974
64 C -4.41990 8.44829 -2.35971  0.391
65 C -4.51598 9.76365 -3.09754  0.955
66 O -5.63116 10.13073 -3.41864  -0.630
67 C -3.29843 10.49935 -3.37120  -1.027
68 C -2.12523 9.98467 -2.97775  0.306
69 C -2.02915 8.65880 -2.26088  1.094
70 O -0.91320 8.27614 -1.95984  -0.629
71 O -0.95586 10.57146 -3.17665  -0.569
72 O -5.59041 7.87021 -2.14488  -0.574
73 H -3.16637 6.99443 -1.43348  0.482
74 H -3.37778 11.44522 -3.88770  0.424
75 H -0.28323 9.97292 -2.79592  0.376
76 H -6.26221 8.46200 -2.53727  0.367
77 C -1.71185 -6.17991 0.07524  -1.144
78 C -1.55559 -7.50819 0.17453  0.394
79 C -2.15818 -8.30767 1.30763  1.003
80 O -1.96428 -9.50855 1.28981  -0.626
81 C -2.91230 -7.60882 2.32742  -1.004
82 C -3.06523 -6.28069 2.22907  0.360
83 C -2.47964 -5.48584 1.08636  1.153
84 O -2.68600 -4.28511 1.09038  -0.609
85 O -3.73292 -5.54775 3.10495  -0.582
86 O -0.87458 -8.23767 -0.69155  -0.583
87 H -1.28759 -5.60138 -0.73348  0.539
88 H -3.32990 -8.18608 3.13989  0.425
89 H -3.68910 -4.62616 2.78255  0.349
90 H -0.93341 -9.16180 -0.37678  0.374

Kohn-Sham gap: 7.91 eV
SMILES: COCCCCCCCCO[P@@](=O)(O)OCCOC(C)=O.O=C1C=C(O)C(=O)C=C1O.O=C1C=C(O)C(=O)C=C1O.O=C1C=C(O)C(=O)C=C1O
2S+1: 1
HOMO energy: -9.6 eV
electronic energy: -2975.6688 a.u.

***

(4)
The following is a quantum chemistry calculation of a molecular structure, C31H40CsF2N3OP2 in a non-equilibrium geometry, from the OMol25 dataset.

Last column: Mulliken charge in e.
Atoms and positions in Å:
1 Cs -17.29893 -6.70394 -8.76490  1.194
2 F -20.40854 -10.14446 -12.82882  -0.406
3 C -19.63954 -10.28196 -11.70893  0.439
4 C -19.58036 -9.23607 -10.82886  -0.415
5 C -18.74681 -9.21940 -9.66528  -1.986
6 C -18.00167 -10.43420 -9.54184  1.439
7 C -18.08112 -11.45835 -10.47545  0.568
8 F -17.36683 -12.60451 -10.29163  -0.362
9 C -18.86547 -11.40973 -11.60650  -0.569
10 C -17.18886 -10.66367 -8.32429  -0.146
11 C -17.39795 -11.78302 -7.51393  -0.451
12 C -16.63881 -12.01245 -6.38654  -0.618
13 C -15.66974 -11.04057 -6.06209  -0.637
14 C -15.60468 -9.91313 -6.83359  0.206
15 N -16.29007 -9.73158 -7.96491  -0.182
16 H -20.15122 -8.35713 -11.05414  0.472
17 H -18.78790 -12.14984 -12.39569  0.445
18 H -18.12162 -12.51190 -7.86511  0.387
19 H -16.77598 -12.95139 -5.81668  0.366
20 H -15.02820 -11.11662 -5.20764  0.412
21 H -14.91684 -9.16172 -6.48649  0.057
22 C -19.58407 -5.37362 -13.61732  -1.539
23 P -17.96395 -5.52117 -12.71640  0.468
24 C -17.13762 -4.04988 -13.46980  0.481
25 N -17.48718 -3.73307 -14.69220  -0.331
26 C -16.91837 -2.66169 -15.27015  0.096
27 C -17.28130 -2.31096 -16.56756  -0.420
28 C -16.76065 -1.15260 -17.12427  -0.572
29 C -15.77143 -0.41738 -16.46559  -0.548
30 C -15.38999 -0.73268 -15.18138  -0.543
31 C -15.98057 -1.87838 -14.57660  0.287
32 N -15.61513 -2.19146 -13.30351  -0.359
33 C -16.20082 -3.24178 -12.75490  -0.299
34 P -15.72708 -3.60825 -10.94744  0.747
35 C -16.26624 -1.96220 -10.22423  -1.447
36 C -13.83397 -3.49871 -10.90881  1.995
37 C -13.45781 -3.44295 -9.43302  -1.968
38 C -13.14767 -2.32320 -11.64770  -1.883
39 C -13.37815 -4.77872 -11.57814  -1.949
40 C -17.05244 -6.86303 -13.71744  2.226
41 C -17.68656 -8.21993 -13.33639  -2.110
42 C -15.63645 -6.78777 -13.22293  -1.948
43 C -17.11173 -6.77326 -15.27795  -1.618
44 H -19.47581 -5.43260 -14.67427  0.418
45 H -20.03118 -4.39899 -13.46488  0.453
46 H -20.27169 -6.18016 -13.29974  0.340
47 H -17.99857 -2.94469 -17.11231  0.420
48 H -17.15272 -0.80945 -18.09768  0.354
49 H -15.35261 0.45973 -16.89535  0.419
50 H -14.69845 -0.14926 -14.61187  0.469
51 H -15.56000 -1.17287 -10.44759  0.300
52 H -16.26298 -2.05461 -9.13320  0.363
53 H -17.26131 -1.66505 -10.56481  0.420
54 H -13.47937 -2.41848 -9.11335  0.413
55 H -12.44362 -3.75675 -9.25861  0.489
56 H -14.10514 -4.07986 -8.80281  0.336
57 H -13.48714 -1.35668 -11.30553  0.320
58 H -13.20610 -2.38646 -12.69942  0.396
59 H -12.08039 -2.43840 -11.42353  0.526
60 H -13.79021 -5.69282 -11.11025  0.246
61 H -12.31585 -4.87062 -11.49302  0.612
62 H -13.60545 -4.73693 -12.64453  0.400
63 H -17.76753 -8.38775 -12.26471  0.342
64 H -17.06193 -9.00295 -13.77496  0.429
65 H -18.69819 -8.34572 -13.77457  0.448
66 H -15.54624 -6.74675 -12.13236  0.268
67 H -15.07218 -5.91778 -13.64597  0.364
68 H -15.09925 -7.71826 -13.57626  0.415
69 H -18.10196 -7.03996 -15.61842  0.417
70 H -16.33612 -7.43738 -15.67042  0.477
71 H -16.90118 -5.72938 -15.61046  0.215
72 C -13.04157 -7.31098 -5.45478  -1.276
73 C -13.47414 -6.27588 -6.46992  -0.146
74 O -14.40660 -6.80379 -7.43004  -0.435
75 H -12.22312 -6.88578 -4.85161  0.405
76 H -12.58025 -8.18144 -5.95250  0.338
77 H -13.88351 -7.66801 -4.84809  0.278
78 H -12.62519 -5.84005 -7.05167  0.237
79 H -13.98237 -5.46694 -5.98943  0.309
80 H -13.98114 -7.47112 -7.99963  0.237

Kohn-Sham gap: 6.06 eV
2S+1: 1
HOMO energy: -6.7 eV
relative energy (zero: lowest compared OMol25 entry of this formula, charge and spin): 0.0000 eV
electronic energy: -2347.2824 a.u.